ORCA calculation (the ωB97M-V functional and the def2-TZVPD basis) on a 2-piece molecular cluster, C4H10N2O2 overall at a distorted geometry.

Geometry as XYZ:
```
18
Properties=species:S:1:pos:R:3:forces:R:3:nbo_charge:R:1
C 1.70715 -1.30754 0.72314 0.4 -0.2 -0.1 -0.715
C 1.98015 -2.69439 0.16157 -0.3 0.8 -0.2 0.676
N 0.86769 -3.37327 -0.20693 -0.5 -1.0 -0.2 -0.826
O 3.09615 -3.15791 0.04846 0.0 -0.1 0.1 -0.621
H 1.93650 -0.49725 0.02318 0.1 -0.4 -0.1 0.237
H 2.38777 -1.23408 1.56526 -0.1 0.3 0.2 0.235
H 0.67478 -1.18813 1.01715 -0.2 0.0 0.2 0.219
H 0.96827 -4.34190 -0.46305 0.2 0.1 -0.1 0.395
H -0.08355 -3.04300 -0.18289 0.3 0.4 0.2 0.400
C -1.99455 2.48626 0.69136 -0.8 -0.8 -0.2 -0.723
C -1.39540 1.74759 -0.49450 0.5 0.4 0.4 0.677
N -0.89302 2.53407 -1.48053 0.3 0.5 -0.7 -0.828
O -1.34346 0.53593 -0.55603 -0.1 -0.1 0.0 -0.623
H -2.26239 1.71295 1.41688 0.3 0.3 0.1 0.243
H -2.95467 2.88769 0.35524 0.1 0.3 0.0 0.231
H -1.38518 3.27503 1.12868 0.1 -0.1 -0.2 0.228
H -0.42554 2.11534 -2.26947 -0.2 -0.3 0.2 0.402
H -0.88069 3.54261 -1.47752 -0.2 -0.2 0.4 0.393
```
Forces are in eV/Å.

Values from the calculation:
* SMILES: CC(N)=O.CC(N)=O
* frontier orbital gap: 10.20 eV
* HOMO level: -9.5310 eV
* relative energy (zero: lowest compared OMol25 entry of this formula, charge and spin): 10.7 kcal per mole
* electronic energy: -11386.43754 eV
* F_max: 1.161 eV/A